1.
The molecule C2H5F2N, computed with ωB97M-V/def2-TZVPD.

Positions of all 10 atoms, in Å:
1 C 1.2704 0.1214 0.0777
2 C -1.2220 -0.0332 -0.3622
3 N 0.0143 -0.6814 0.2901
4 F -1.3662 1.2353 0.1572
5 F -2.2479 -0.6988 0.0097
6 H 1.5886 -0.1625 -1.0164
7 H 0.9302 1.2041 0.2711
8 H 2.1416 -0.1867 0.6320
9 H -1.0531 0.0050 -1.3994
10 H -0.0559 -0.8033 1.3403

Cartesian forces (eV/Å) of the 6 atoms listed first:
C -1.9 0.3 -2.7
C 5.0 0.1 3.5
N -0.2 0.4 0.7
F -0.2 0.3 -0.5
F -2.4 -1.5 0.3
H -0.6 1.4 1.7

For the LUMO energy, the calculation gives 1.147 eV. The value obtained for the HOMO-LUMO gap is 0.395 Ha. As for the HOMO energy: -9.60 eV.

=====

2.
A cluster of 3 separate species, C4H13NO2S in total, computed with ωB97M-V/def2-TZVPD.

Positions of all 21 atoms, in Å:
1 C 0.0347 1.2210 -0.0112
2 N -0.8593 0.1416 0.2114
3 C -1.9593 0.4764 -0.6761
4 O -3.1161 -0.2244 -0.4788
5 C 1.3821 0.9635 0.6221
6 C 2.3836 0.1509 -0.1564
7 S 2.2096 -1.7514 -0.6382
8 H 0.0592 1.4823 -1.0983
9 H -0.3150 2.1647 0.4671
10 H -0.0121 -1.2633 -0.8831
11 H -1.7856 0.3901 -1.8171
12 H -2.2958 1.6391 -0.6672
13 H -2.9665 -0.9856 0.1372
14 H 1.2999 0.5051 1.6802
15 H 1.8932 1.9035 0.9235
16 H 3.3819 0.2158 0.3634
17 H 2.3763 0.5649 -1.1405
18 H 3.3082 -1.7596 -1.2161
19 H -1.4760 -2.6314 1.7640
20 H -1.4469 -1.2087 1.2337
21 O -2.0960 -1.9945 1.3803

Cartesian forces (eV/Å) of the 6 atoms listed first:
C 1.5 1.3 0.3
N 0.1 -1.6 -3.1
C -1.7 1.9 -2.6
O -0.8 -1.5 1.2
C 0.5 -1.0 2.5
C 1.3 -1.1 -0.1

For the LUMO energy, the calculation gives -1.240 eV. The value obtained for the HOMO-LUMO gap is 0.274 Ha. As for the HOMO energy: -8.71 eV.

=====

3.
A cluster of 2 separate species, C3H3NO in total, computed with ωB97M-V/def2-TZVPD.

Positions of all 8 atoms, in Å:
1 C -1.9572 0.5902 0.6065
2 C 1.5456 -0.1031 -0.4856
3 C 0.3734 -0.4745 -0.1098
4 N -2.9795 0.2611 1.0294
5 O -0.8826 0.9782 0.1370
6 H 2.3027 -0.8522 -0.6702
7 H 1.8190 0.9283 -0.6216
8 H -0.2214 -1.3281 0.1144

Cartesian forces (eV/Å) of the 6 atoms listed first:
C -1.2 -0.6 0.5
C 0.1 0.3 0.0
C -2.2 2.4 0.4
N -0.6 -0.3 0.3
O 4.4 -1.6 -1.3
H 0.0 -0.2 0.0

For the LUMO energy (spin up / spin down), the calculation gives -0.736 / -0.736 eV. The value obtained for the HOMO-LUMO gap (spin up / spin down) is 0.340 / 0.340 Ha. As for the HOMO energy (spin up / spin down): -9.99 / -9.99 eV.

=====

4.
A structure of composition C26H31F2NO5Si2, computed with ωB97M-V/def2-TZVPD.

Positions of all 67 atoms, in Å:
1 N 0.9733 5.6221 -3.1717
2 C 0.3753 5.5333 -2.0027
3 C 1.1369 4.8989 -0.7474
4 Si -0.2451 4.3256 0.4959
5 O -0.5588 2.6643 0.1158
6 Si -2.1093 2.1268 0.6647
7 C -3.3285 2.3307 -0.7909
8 C -2.7542 1.8477 -2.2216
9 C -2.5378 3.1117 -3.2034
10 C -2.4375 2.7253 -4.7563
11 O -1.0071 2.7436 -5.1013
12 C -0.8159 2.6054 -6.4909
13 O -1.7523 2.5054 -7.3338
14 O -1.8877 0.4443 1.1534
15 C -1.3756 0.4566 2.5070
16 O -2.2328 0.7108 3.4004
17 C 0.1247 0.1285 2.8875
18 C 0.3896 -0.9886 3.9514
19 C 1.8307 -1.3927 4.3670
20 C 3.0485 -0.6739 3.7011
21 C 2.8368 0.4442 2.6566
22 C 1.3621 0.8339 2.2743
23 H 0.2744 6.0353 -3.8158
24 H -0.7251 5.8679 -1.8842
25 H 1.9152 5.5763 -0.2630
26 H 1.6485 3.9403 -1.1187
27 H 0.2836 4.5526 1.8407
28 H -1.4814 5.1233 0.3277
29 H -2.6263 2.8213 1.8392
30 H -4.3355 1.8284 -0.5986
31 H -3.5150 3.4706 -0.8938
32 H -3.5932 1.2191 -2.7085
33 H -1.8475 1.1554 -2.1571
34 H -1.5422 3.6294 -2.9328
35 H -3.4333 3.8371 -3.1011
36 H -2.9616 1.7545 -5.0445
37 H -2.9231 3.5708 -5.3588
38 H 0.2478 2.5297 -6.9131
39 H -0.4901 -1.5140 4.4488
40 H 2.0477 -2.2153 5.1347
41 H 4.1278 -0.9412 3.9666
42 H 3.6956 0.9874 2.1358
43 H 1.2625 1.6748 1.5093
44 F 2.6744 -4.1164 5.6307
45 C 2.1606 -5.1455 4.9317
46 C 1.0499 -4.9372 4.1289
47 C 0.5229 -6.0004 3.4031
48 C 1.1062 -7.2617 3.4968
49 C 2.2182 -7.4599 4.3101
50 C 2.7524 -6.3948 5.0276
51 H 0.6046 -3.9508 4.0747
52 H -0.3412 -5.8469 2.7657
53 H 0.6917 -8.0917 2.9335
54 H 2.6688 -8.4438 4.3851
55 H 3.6231 -6.5288 5.6588
56 F 0.8494 -4.6078 -1.8662
57 C 0.6425 -3.2986 -2.0786
58 C 0.0315 -2.5375 -1.0943
59 C -0.1786 -1.1796 -1.3120
60 C 0.2160 -0.6009 -2.5171
61 C 0.8243 -1.3765 -3.5001
62 C 1.0441 -2.7319 -3.2782
63 H -0.2757 -3.0071 -0.1670
64 H -0.6493 -0.5733 -0.5444
65 H 0.0487 0.4577 -2.6889
66 H 1.1271 -0.9252 -4.4392
67 H 1.5242 -3.3489 -4.0287

Cartesian forces (eV/Å) of the 6 atoms listed first:
N -2.1 0.1 2.6
C 1.4 0.0 -1.4
C -1.0 -0.4 -0.8
Si 1.4 -0.8 -1.3
O -1.7 1.4 1.5
Si 0.5 -1.5 -1.6

For the LUMO energy, the calculation gives -0.177 eV. The value obtained for the HOMO-LUMO gap is 0.330 Ha. As for the HOMO energy: -9.16 eV.

=====

5.
The molecule C3H3NO3, computed with ωB97M-V/def2-TZVPD.

Positions of all 10 atoms, in Å:
1 N -0.3363 -1.8232 -0.7988
2 C -0.0437 -0.6896 -0.3482
3 O -0.9204 -0.0243 0.5147
4 C -0.7455 1.2894 0.7937
5 O 0.1807 1.9659 0.4430
6 C 1.3085 -0.0689 -0.6745
7 O 1.6995 -0.0086 -1.8088
8 H -1.2546 -2.1253 -0.4675
9 H -1.5931 1.6331 1.4008
10 H 1.9183 0.2412 0.1896

Cartesian forces (eV/Å) of the 6 atoms listed first:
N 0.0 0.4 0.2
C 0.0 -0.4 -0.2
O 0.0 0.0 0.0
C 0.4 0.4 -0.1
O -0.6 -0.4 0.1
C 0.2 0.0 -0.4

For the LUMO energy, the calculation gives 0.204 eV. The value obtained for the HOMO-LUMO gap is 0.392 Ha. As for the HOMO energy: -10.46 eV.

=====

6.
A cluster of 2 separate species, C3H12N2S in total, computed with ωB97M-V/def2-TZVPD.

Positions of all 18 atoms, in Å:
1 C 3.2834 -0.7298 -3.8199
2 C 4.6273 -1.3641 -3.8659
3 S 4.5423 -3.0919 -4.5503
4 H 2.5716 -1.2191 -3.1260
5 H 2.6596 -0.6784 -4.6929
6 H 3.3533 0.2863 -3.3358
7 H 5.2164 -0.9205 -4.6491
8 H 5.1561 -1.3496 -2.9158
9 H 3.2289 -3.0368 -4.9386
10 N -3.7975 2.0716 5.0681
11 C -3.3981 1.6198 3.7215
12 N -4.2866 0.5951 3.1109
13 H -4.5843 2.7206 5.1196
14 H -3.8054 1.2637 5.7259
15 H -3.4386 2.5115 3.0374
16 H -2.3781 1.2140 3.8301
17 H -3.9578 -0.0842 2.4133
18 H -4.9927 0.1919 3.8676

Cartesian forces (eV/Å) of the 6 atoms listed first:
C -1.5 1.3 2.6
C 0.0 -1.1 -1.4
S -0.8 0.0 0.3
H 0.6 -0.3 0.0
H 0.5 0.2 -1.0
H 0.0 -0.7 -0.9

For the LUMO energy, the calculation gives 1.105 eV. The value obtained for the HOMO-LUMO gap is 0.362 Ha. As for the HOMO energy: -8.74 eV.

=====

7.
The molecule C22H33N3O4S, computed with ωB97M-V/def2-TZVPD.

Positions of all 63 atoms, in Å:
1 C -0.8710 -2.3000 0.0165
2 H -0.7052 -2.8650 0.9304
3 H -0.0005 -1.6734 -0.1591
4 H -0.9470 -3.0057 -0.8087
5 C -2.1422 -1.4630 0.1280
6 C -3.3574 -2.3759 0.3045
7 H -3.2583 -2.9181 1.2473
8 H -3.3567 -3.1166 -0.5006
9 C -4.7020 -1.6369 0.2878
10 C -5.8416 -2.6571 0.3472
11 H -6.8057 -2.1553 0.3066
12 H -5.7830 -3.3545 -0.4860
13 H -5.7908 -3.2261 1.2727
14 C -4.8215 -0.6808 1.4753
15 H -4.0616 0.0944 1.4345
16 H -5.7964 -0.1980 1.4715
17 H -4.7113 -1.2249 2.4108
18 C -4.8063 -0.8432 -1.0302
19 C -3.6438 0.0882 -1.1278
20 N -3.9125 1.3265 -1.1932
21 N -2.8963 2.2765 -1.1411
22 C -2.0983 2.4556 -0.0569
23 O -2.0392 1.6771 0.8715
24 C -1.2805 3.7397 -0.1388
25 C -0.0362 3.6462 0.7519
26 C 0.8146 2.4773 0.3433
27 C 1.4820 2.4889 -0.8783
28 C 2.2163 1.3909 -1.2900
29 C 2.2829 0.2797 -0.4722
30 C 1.6412 0.2521 0.7508
31 C 0.9024 1.3509 1.1534
32 H 0.3712 1.3283 2.0916
33 H 1.7091 -0.6366 1.3582
34 S 3.2812 -1.1165 -0.9730
35 O 2.7970 -2.3005 -0.3288
36 O 3.4243 -1.1057 -2.3987
37 N 4.7928 -0.8022 -0.3334
38 C 5.4959 0.3230 -0.9030
39 H 5.4066 0.2498 -1.9864
40 C 6.9595 0.2421 -0.4617
41 H 7.5137 1.1220 -0.7920
42 O 7.0618 0.2162 0.9434
43 C 6.3715 -0.8871 1.4839
44 H 6.4987 -0.8266 2.5658
45 C 4.8886 -0.8431 1.1069
46 H 4.3695 -1.7399 1.4435
47 H 4.4242 0.0482 1.5595
48 H 6.8099 -1.8232 1.1099
49 H 7.4132 -0.6642 -0.8873
50 H 5.0630 1.2760 -0.5573
51 H 2.7213 1.3686 -2.2428
52 H 1.4261 3.3621 -1.5123
53 H 0.5323 4.5751 0.6685
54 H -0.3553 3.5190 1.7863
55 H -0.9960 3.9214 -1.1766
56 H -1.9084 4.5689 0.1972
57 H -3.1038 3.0740 -1.7271
58 C -2.3092 -0.5881 -1.1222
59 H -1.4911 0.1311 -1.1819
60 H -2.2666 -1.2300 -2.0082
61 H -4.7882 -1.5412 -1.8700
62 H -5.7353 -0.2743 -1.0617
63 H -2.0516 -0.7961 0.9889

Cartesian forces (eV/Å) of the 6 atoms listed first:
C -0.2 0.2 0.1
H 0.1 -0.1 0.1
H 0.1 0.0 0.0
H 0.0 -0.1 -0.1
C 0.1 -0.3 -0.1
C 0.0 0.3 0.1

For the LUMO energy, the calculation gives 0.535 eV. The value obtained for the HOMO-LUMO gap is 0.345 Ha. As for the HOMO energy: -8.86 eV.

=====

8.
A structure of composition C25H17N8O7W, computed with ωB97M-V/def2-TZVPD.

Positions of all 58 atoms, in Å:
1 W -0.0008 -0.5484 0.0053
2 O 3.3857 1.6556 4.3654
3 C 2.5992 0.7046 4.8454
4 O 2.6182 0.3512 5.9902
5 C 1.6636 0.0380 3.8855
6 C 0.8116 -0.9965 4.2333
7 N 0.1153 -1.3384 3.1396
8 N 0.4651 -0.5785 2.1003
9 C 1.4031 0.2553 2.5313
10 C 1.9205 1.1586 1.4680
11 O 2.7818 1.9775 1.6520
12 O 1.2905 0.9440 0.3243
13 H 3.2666 1.8250 3.4069
14 H 0.6780 -1.4856 5.1841
15 H -0.6007 -2.0403 3.0219
16 C -3.4093 3.0649 6.6246
17 O -3.9185 3.9334 5.6237
18 C -4.5823 3.3883 4.5853
19 C -5.1345 4.2927 3.6737
20 C -5.8510 3.8320 2.5934
21 C -5.9759 2.4616 2.3604
22 C -5.4479 1.5622 3.2760
23 C -4.7605 2.0200 4.3933
24 N -6.7573 2.0915 1.2223
25 N -6.4271 1.1745 0.4617
26 C -5.1741 0.4948 0.5833
27 C -5.1647 -0.8645 0.7589
28 C -3.9636 -1.6037 0.8076
29 C -2.7759 -0.9535 0.6356
30 O -1.5467 -1.5449 0.6632
31 C -2.7733 0.4249 0.3694
32 N -1.5397 0.9649 0.1203
33 C -1.4390 2.2580 -0.1390
34 C -2.5671 3.0843 -0.1811
35 C -3.8131 2.5557 0.0440
36 C -3.9514 1.1826 0.3411
37 H -2.9375 3.7038 7.3639
38 H -2.6651 2.3798 6.2106
39 H -4.2125 2.4948 7.0961
40 H -5.0171 5.3514 3.8612
41 H -6.3301 4.5232 1.9110
42 H -5.6027 0.4990 3.1525
43 H -4.3910 1.3051 5.1138
44 H -6.1096 -1.3787 0.8783
45 H -3.9823 -2.6729 0.9727
46 H -0.4439 2.6374 -0.3322
47 H -2.4391 4.1331 -0.4056
48 H -4.6906 3.1851 -0.0168
49 N -1.3046 -1.1490 -3.4950
50 C -0.4274 -1.2345 -2.5139
51 O 0.1416 -0.1724 -2.0475
52 C -0.1664 -2.4788 -1.8438
53 C -1.0599 -3.5783 -1.9336
54 N -1.8434 -4.4153 -2.0235
55 C 0.9476 -2.4580 -0.9958
56 N 1.7965 -2.1342 -0.2541
57 H -1.5042 -0.2475 -3.8987
58 H -1.7075 -1.9771 -3.9064

Cartesian forces (eV/Å) of the 6 atoms listed first:
W -0.1 0.5 0.1
O 0.0 0.1 0.0
C 0.1 -0.2 0.0
O 0.0 0.1 0.0
C 0.0 0.1 0.0
C 0.0 0.0 0.0

The net charge is +1. For the LUMO energy (spin up / spin down), the calculation gives -4.235 / -4.883 eV. The multiplicity is 3. The value obtained for the HOMO-LUMO gap (spin up / spin down) is 0.243 / 0.221 Ha. As for the HOMO energy (spin up / spin down): -10.86 / -10.89 eV.

=====

| no. | strongest force on any atom (eV Å⁻¹) |
| --- | --- |
| 1 | 6.1 |
| 2 | 4.8 |
| 3 | 4.8 |
| 4 | 4.9 |
| 5 | 0.7 |
| 6 | 3.5 |
| 7 | 1.0 |
| 8 | 0.5 |